(1)
DFT (the ωB97M-V functional and the def2-TZVPD basis) results for a 5-piece molecular cluster, C24H61BClN2O9P overall in a non-equilibrium geometry.

The HOMO-LUMO gap is 0.317 Ha. The SMILES is CCCNB(CCCCCN)P(O)Cl.COCCOC.COCCOC.COCCOC.COCCOC. The value obtained for the molecular weight is 598.996 u.

Each line ends with the Löwdin charge.
Atoms and positions in Å:
1 C -2.10290 1.46590 -2.59260  -0.093
2 C -1.81095 1.43421 -1.08354  -0.217
3 C -1.49207 2.80465 -0.46101  -0.198
4 N -0.15381 2.84971 0.14082  0.041
5 B 0.07017 3.25644 1.46421  -0.610
6 C -0.99460 3.97709 2.36891  -0.166
7 C -0.46627 4.80527 3.54212  -0.255
8 C -0.11821 6.22291 3.08670  -0.215
9 C 0.75127 6.96630 4.10330  -0.186
10 C 2.26357 7.03114 3.81585  -0.277
11 N 2.61825 6.80774 2.41828  0.000
12 P 1.86382 2.84394 2.22374  0.574
13 O 1.75708 1.17703 2.12137  -0.414
14 Cl 2.95161 3.19429 0.50717  0.210
15 H -1.67696 2.35125 -3.05985  0.067
16 H -3.16766 1.41205 -2.80313  0.070
17 H -1.64388 0.60909 -3.08397  0.060
18 H -0.97897 0.75022 -0.91734  0.088
19 H -2.67111 1.00447 -0.57366  0.105
20 H -1.53966 3.55029 -1.25765  0.105
21 H -2.27204 3.06935 0.24850  0.105
22 H 0.34818 1.98716 -0.03969  0.086
23 H -1.56304 4.65567 1.72234  0.098
24 H -1.73287 3.24438 2.71219  0.110
25 H -1.23813 4.87179 4.31250  0.110
26 H 0.40158 4.36194 4.03189  0.073
27 H -1.06211 6.76591 2.99719  0.113
28 H 0.31158 6.16969 2.08859  0.079
29 H 0.63623 6.43856 5.05239  0.101
30 H 0.37125 7.96993 4.28261  0.099
31 H 2.60770 8.01798 4.14804  0.096
32 H 2.80603 6.31751 4.43329  0.103
33 H 2.26862 7.54613 1.82396  0.062
34 H 3.61616 6.71804 2.31125  0.065
35 H 1.64118 0.85909 3.01890  0.026
36 C -1.55917 -2.06917 0.52753  -0.106
37 O -2.49381 -2.13714 -0.53232  -0.191
38 C -1.93057 -2.62673 -1.73958  -0.201
39 C -2.29000 -4.07445 -1.97722  -0.200
40 O -1.70296 -4.92982 -1.00893  -0.200
41 C -2.60725 -5.34305 0.00007  -0.107
42 H -2.11014 -1.85640 1.44221  0.092
43 H -1.02082 -3.01282 0.65149  0.077
44 H -0.83757 -1.26348 0.35003  0.079
45 H -0.84235 -2.50371 -1.72841  0.118
46 H -2.32987 -2.02094 -2.55931  0.123
47 H -1.90872 -4.37701 -2.95751  0.127
48 H -3.37788 -4.19323 -1.98384  0.128
49 H -3.33631 -6.05454 -0.40303  0.088
50 H -3.13651 -4.49599 0.44275  0.085
51 H -2.02665 -5.84268 0.77403  0.088
52 C 4.62173 -2.33209 0.81637  -0.107
53 O 4.02617 -3.60522 0.64325  -0.188
54 C 2.60989 -3.56843 0.62174  -0.205
55 C 2.06163 -3.66795 -0.78196  -0.200
56 O 2.38611 -2.52073 -1.55283  -0.195
57 C 3.45710 -2.72463 -2.45412  -0.111
58 H 5.69044 -2.44898 0.64662  0.088
59 H 4.22454 -1.60092 0.10832  0.084
60 H 4.46565 -1.96332 1.83593  0.087
61 H 2.24190 -2.65407 1.09915  0.123
62 H 2.25007 -4.42488 1.20152  0.127
63 H 0.96925 -3.72435 -0.73232  0.101
64 H 2.42429 -4.57713 -1.27106  0.130
65 H 3.15524 -3.38118 -3.27782  0.088
66 H 4.32747 -3.15556 -1.95318  0.084
67 H 3.72697 -1.75224 -2.86215  0.089
68 C -0.17186 6.61090 -0.69122  -0.104
69 O 1.05089 7.29766 -0.52005  -0.200
70 C 2.10308 6.75580 -1.30416  -0.206
71 C 2.38532 7.60272 -2.52243  -0.204
72 O 1.30221 7.59099 -3.43764  -0.187
73 C 0.49690 8.75159 -3.37859  -0.114
74 H -0.95142 7.17464 -0.17997  0.095
75 H -0.43884 6.51229 -1.74682  0.089
76 H -0.10363 5.61249 -0.24153  0.067
77 H 1.86745 5.73042 -1.60367  0.123
78 H 2.99887 6.72289 -0.67580  0.119
79 H 3.25912 7.19607 -3.04071  0.126
80 H 2.61764 8.62845 -2.21798  0.126
81 H 1.02995 9.61877 -3.78417  0.088
82 H 0.18118 8.97174 -2.35555  0.083
83 H -0.38418 8.56616 -3.99037  0.088
84 C -3.23576 -10.73397 1.35562  -0.112
85 O -2.66987 -9.44773 1.19223  -0.194
86 C -1.31820 -9.47115 0.76329  -0.206
87 C -1.19149 -9.17425 -0.71228  -0.202
88 O -1.76191 -10.19846 -1.50984  -0.186
89 C -3.03993 -9.87181 -2.01956  -0.111
90 H -4.30410 -10.60014 1.51530  0.089
91 H -3.08208 -11.35660 0.47076  0.084
92 H -2.81035 -11.23987 2.22922  0.088
93 H -0.85819 -10.43777 0.99087  0.126
94 H -0.78241 -8.69958 1.32550  0.123
95 H -0.13028 -9.10861 -0.97119  0.128
96 H -1.65491 -8.20842 -0.93880  0.114
97 H -2.96636 -9.09756 -2.79143  0.088
98 H -3.71294 -9.52749 -1.22993  0.083
99 H -3.45081 -10.77448 -2.46817  0.088


(2)
DFT (the ωB97M-V functional and the def2-TZVPD basis) results for a 2-piece molecular cluster, C2H4FIO overall in a non-equilibrium geometry.

The HOMO-LUMO gap (alpha / beta) is 0.304 / 0.301 Ha. The value obtained for the energy above the lowest of the compared OMol25 structures with the same formula, charge and spin is 259.9 kJ/mol. The value obtained for the molecular weight is 189.955 u.

Each line ends with the Löwdin charge.
Atoms and positions in Å:
1 C -1.02974 -0.93633 0.35718  -0.067
2 C 0.66234 0.80235 0.17404  -0.745
3 O 0.40506 1.49163 -0.93807  -0.107
4 F -1.02563 -1.41768 -0.90318  -0.079
5 I 2.50586 -0.23909 0.33097  0.751
6 H -0.58453 -1.62150 1.05738  0.052
7 H -1.94387 -0.41645 0.59059  0.061
8 H 0.42716 1.36290 1.06801  0.035
9 H 0.58335 0.97417 -1.73692  0.099


(3)
DFT (the ωB97M-V functional and the def2-TZVPD basis) results for C51H47ClFIN14O7Rb as an isolated structure.

The HOMO-LUMO gap is 0.129 Ha. As for the net charge: -1. The value obtained for the energy above the lowest of the compared OMol25 structures with the same formula, charge and spin is 269.4 kJ/mol. The value obtained for the molecular weight is 1234.851 u.

Each line ends with the Löwdin charge.
Atoms and positions in Å:
1 Rb -0.67472 0.90676 1.69994  0.790
2 C -2.32578 4.66503 2.43281  -0.201
3 C -1.75360 4.68873 3.84297  -0.108
4 C -1.94789 3.37035 4.55144  -0.289
5 C -0.89810 2.70809 5.17573  -0.026
6 C -1.13673 1.48830 5.78481  -0.075
7 C -2.41982 0.96491 5.74619  -0.066
8 C -3.40907 1.70747 5.12659  -0.143
9 N -3.19357 2.88920 4.54674  0.114
10 N -1.51127 4.00651 1.41188  -0.157
11 C -0.31637 4.78133 1.09665  -0.135
12 C 0.93835 4.37213 1.85070  -0.263
13 C 2.04549 5.21870 1.83347  -0.024
14 C 3.21160 4.81440 2.45329  -0.067
15 C 3.24222 3.58553 3.09748  -0.063
16 C 2.09483 2.81806 3.07609  -0.138
17 N 0.96962 3.19617 2.46465  0.050
18 C -2.39097 3.72053 0.28709  -0.155
19 C -1.81045 3.03571 -0.93178  -0.262
20 C -2.68637 2.70785 -1.96747  -0.016
21 C -2.17798 2.11158 -3.10188  -0.062
22 C -0.80675 1.89795 -3.19079  -0.070
23 C -0.01450 2.23684 -2.10985  -0.124
24 N -0.51402 2.76001 -0.98335  0.115
25 H -2.53709 5.70135 2.11105  0.118
26 H -3.28177 4.14217 2.49365  0.090
27 H -2.30336 5.45606 4.39553  0.118
28 H -0.70174 4.97744 3.85392  0.105
29 H 0.09350 3.14220 5.16061  0.102
30 H -0.33926 0.92365 6.24425  0.067
31 H -2.62794 -0.01317 6.16047  0.097
32 H -4.43031 1.33707 5.08462  0.101
33 H -0.49021 5.85604 1.27151  0.124
34 H -0.07762 4.66286 0.04337  0.113
35 H 1.99018 6.16750 1.31196  0.111
36 H 4.09439 5.44065 2.42097  0.104
37 H 4.13935 3.21551 3.57384  0.104
38 H 2.06860 1.84267 3.55618  0.116
39 H -2.89559 4.63909 -0.07105  0.133
40 H -3.17662 3.06480 0.67405  0.094
41 H -3.74893 2.89054 -1.85442  0.118
42 H -2.84118 1.81456 -3.90529  0.104
43 H -0.35998 1.45975 -4.07535  0.097
44 H 1.06400 2.11259 -2.10989  0.080
45 F 3.53550 -0.13683 -2.96536  0.082
46 C 2.45057 -0.93346 -3.04279  -0.189
47 C 1.36295 -0.72318 -2.24654  0.064
48 C 0.22833 -1.52006 -2.40111  -0.025
49 C -0.89732 -1.27888 -1.45925  -0.301
50 O -0.76238 -0.47167 -0.54597  -0.096
51 C -2.06701 -2.09746 -1.67890  -0.027
52 C -2.03116 -3.01750 -2.65505  0.026
53 N -0.97976 -3.25967 -3.53117  0.008
54 C -1.25190 -4.24140 -4.55506  -0.241
55 C -0.71575 -4.23130 -5.95165  -0.095
56 C -0.34164 -5.34902 -4.99029  -0.090
57 C 0.18117 -2.52316 -3.38970  -0.105
58 C 1.34746 -2.75694 -4.14037  0.049
59 C 2.47184 -1.97529 -3.96048  -0.174
60 N 3.65561 -2.26683 -4.71858  -0.128
61 C 3.79949 -1.60456 -6.00384  -0.115
62 C 4.61318 -2.55455 -6.91607  -0.074
63 N 5.21776 -3.60509 -6.02588  0.031
64 C 5.96635 -2.97106 -4.88786  -0.066
65 C 4.92055 -2.26242 -3.99349  -0.121
66 C -3.32953 -1.97665 -0.80293  -0.691
67 O -3.57139 -2.98814 -0.10584  -0.042
68 O -3.94841 -0.90777 -0.93930  -0.010
69 H 1.40077 0.06743 -1.50235  0.094
70 H -2.88179 -3.67411 -2.78995  0.138
71 H -2.28827 -4.53005 -4.48766  0.139
72 H 0.03764 -3.50247 -6.21270  0.078
73 H -1.41633 -4.45352 -6.74473  0.097
74 H 0.66156 -5.37422 -4.59299  0.085
75 H -0.78775 -6.32342 -5.13658  0.097
76 H 1.42752 -3.57181 -4.84211  0.082
77 H 4.30501 -0.63489 -5.91658  0.138
78 H 2.81651 -1.43057 -6.43184  0.136
79 H 5.43410 -2.06080 -7.43076  0.129
80 H 3.99041 -3.07358 -7.64195  0.129
81 H 5.79834 -4.25060 -6.55241  0.177
82 H 4.43022 -4.10697 -5.60765  0.177
83 H 6.67407 -2.27748 -5.33639  0.131
84 H 6.51616 -3.74950 -4.36487  0.131
85 H 5.28088 -1.26058 -3.75406  0.128
86 H 4.78190 -2.79658 -3.05551  0.142
87 Cl 4.39031 -4.66344 4.77974  0.605
88 C 3.02185 -3.56910 4.66461  -0.634
89 C 2.29810 -3.27712 5.78701  -0.214
90 C 1.20601 -2.40690 5.73603  -0.653
91 I 0.13838 -2.00938 7.48280  0.853
92 C 0.76917 -1.76165 4.55171  -0.485
93 O -0.18589 -0.95677 4.46847  -0.121
94 C 1.55790 -2.12544 3.35900  -0.140
95 N 1.13288 -1.57345 2.20129  0.097
96 C 1.78739 -1.83085 1.09392  -0.129
97 C 2.91657 -2.66578 1.04875  -0.052
98 C 3.35189 -3.25360 2.20311  -0.044
99 C 2.66958 -3.00190 3.41381  -0.186
100 H 2.57808 -3.72682 6.73098  0.081
101 H 1.42037 -1.34785 0.19639  0.073
102 H 3.42723 -2.82313 0.10569  0.089
103 H 4.21537 -3.90611 2.21246  0.077
104 N -3.75439 -2.32853 2.80560  0.038
105 C -2.70655 -1.53852 2.54275  -0.179
106 N -3.12852 -0.31972 2.29535  0.063
107 C -4.47651 -0.43297 2.40410  -0.338
108 N -4.90490 -1.63961 2.71001  0.134
109 C -5.40904 0.68511 2.18976  -0.189
110 C -6.77726 0.52005 2.43383  -0.073
111 N -7.65264 1.49986 2.26093  0.070
112 C -7.15504 2.66270 1.83754  -0.141
113 C -5.80437 2.82812 1.59450  -0.125
114 N -4.92448 1.84735 1.76772  0.154
115 H -3.76994 -3.32941 2.86075  0.151
116 H -1.67720 -1.87307 2.54836  0.114
117 H -7.14693 -0.43892 2.77357  0.107
118 H -7.84962 3.48236 1.68997  0.094
119 H -5.41768 3.78461 1.25168  0.098
120 O 3.17990 2.87361 -1.56762  -0.079
121 N 3.41927 2.17502 -0.54918  -0.590
122 O 4.42588 2.39705 0.15193  -0.055
123 O 2.64672 1.21535 -0.26212  -0.087


- Among the records above, which one has the highest molecular weight?
  C51H47ClFIN14O7Rb


- Which of these has the highest molecular weight?
  C51H47ClFIN14O7Rb


Repeat the second record exactly.
DFT (the ωB97M-V functional and the def2-TZVPD basis) results for a 2-piece molecular cluster, C2H4FIO overall in a non-equilibrium geometry.

The HOMO-LUMO gap (alpha / beta) is 0.304 / 0.301 Ha. The value obtained for the energy above the lowest of the compared OMol25 structures with the same formula, charge and spin is 259.9 kJ/mol. The value obtained for the molecular weight is 189.955 u.

Each line ends with the Löwdin charge.
Atoms and positions in Å:
1 C -1.02974 -0.93633 0.35718  -0.067
2 C 0.66234 0.80235 0.17404  -0.745
3 O 0.40506 1.49163 -0.93807  -0.107
4 F -1.02563 -1.41768 -0.90318  -0.079
5 I 2.50586 -0.23909 0.33097  0.751
6 H -0.58453 -1.62150 1.05738  0.052
7 H -1.94387 -0.41645 0.59059  0.061
8 H 0.42716 1.36290 1.06801  0.035
9 H 0.58335 0.97417 -1.73692  0.099


- Among the records above, which one has the highest molecular weight?
  C51H47ClFIN14O7Rb